Entry 1:
19
Properties=species:S:1:pos:R:3 method="wB97M-V/def2-TZVPD" e_homo_ev=-11.423 max_force_ev_per_a=2.04 orbital_gap_ev=12.57 lumo_energy_ev=1.15 de_lowest_ev=0.731 spin_multiplicity=1 energy_ev=-5411.3183
C -1.012 0.280 -2.192
C -0.329 -1.732 1.860
C 0.997 -1.364 2.509
C 0.369 1.802 -0.658
C -0.016 1.505 -2.128
H -1.213 -0.095 -1.191
H 0.915 -1.225 3.581
H 1.673 -2.231 2.490
H -1.930 0.646 -2.651
H 0.851 1.249 -2.725
H -0.248 1.157 -0.043
H 1.544 -0.558 2.020
H -0.522 -2.800 1.934
H -0.632 -0.649 -2.626
H 0.341 2.859 -0.385
H -0.629 2.329 -2.463
H -1.207 -1.223 2.259
H 1.378 1.447 -0.407
H -0.330 -1.396 0.815

Entry 2:
13
Properties=species:S:1:pos:R:3 method="wB97M-V/def2-TZVPD" e_homo_ev=-9.328 max_force_ev_per_a=0.45 orbital_gap_ev=10.41 lumo_energy_ev=1.09 de_lowest_ev=2.794 spin_multiplicity=1 energy_ev=-6785.7185
N 1.133 0.849 -0.639
C -1.248 0.832 2.041
C -0.835 -0.621 -1.202
C 1.458 -0.410 0.018
C -0.656 0.451 1.063
C 0.038 0.009 -0.137
H -1.321 -1.526 -0.823
H 1.890 -0.391 1.015
H -1.770 1.166 2.911
H -0.224 -0.882 -2.070
H 1.297 1.632 -0.010
H 1.849 -1.185 -0.638
H -1.612 0.077 -1.528

Entry 3:
158
Properties=species:S:1:pos:R:3 method="wB97M-V/def2-TZVPD" e_homo_ev=-9.322 max_force_ev_per_a=1.79 orbital_gap_ev=9.83 lumo_energy_ev=0.51 spin_multiplicity=1 energy_ev=-100725.3573
O -2.924 -0.683 6.224
O 0.146 4.896 -0.614
O -1.134 3.817 -5.375
O -5.738 -1.142 0.681
O 5.354 -1.685 -2.998
O -2.317 -0.585 3.194
O 2.365 -4.035 -0.005
O -0.199 4.613 4.983
O 0.539 -3.656 5.949
O 0.348 5.498 2.349
O -2.008 -1.383 -6.734
O 5.348 2.911 -1.587
O -3.175 -2.419 -5.125
O -0.559 -4.545 -4.506
O 1.521 -3.419 3.324
O -4.321 -2.689 1.166
O 1.734 0.317 1.043
O 4.072 0.563 -2.060
O -1.830 5.679 -6.307
O -4.345 -1.890 -0.927
O -3.226 -3.227 -7.109
O -3.006 0.886 1.025
O 0.807 -3.153 -3.380
O 3.338 1.149 2.406
O 1.320 1.795 2.684
O 0.719 -3.289 -5.646
O -0.010 5.744 -5.055
N -0.444 0.836 -1.960
C -1.882 -1.281 5.487
C 3.288 1.712 -1.828
C -0.202 -1.455 -0.771
C -3.171 -3.448 0.881
C -3.089 1.825 -0.012
C 6.079 3.923 -0.941
C 6.141 -2.832 -2.828
C 1.660 -2.416 4.313
C -2.766 -2.243 -6.357
C -2.750 -1.543 -4.108
C -3.550 0.081 3.201
C 2.095 0.991 1.973
C -0.556 5.862 0.160
C -1.063 -5.032 -3.263
C 4.350 0.310 1.878
C -4.028 -1.498 6.494
C -2.845 -3.218 -8.490
C 3.281 -0.584 -2.329
C 1.604 -2.215 -5.886
C -0.248 3.503 5.841
C -0.308 -0.167 -1.421
C -4.750 -1.886 0.205
C 0.366 -3.580 -4.413
C -2.188 -1.702 4.059
C 2.250 -5.167 -0.826
C 1.051 5.994 3.474
C 0.399 3.705 0.125
C 0.495 -4.230 7.221
C 1.102 4.903 4.519
C 1.845 -2.939 2.050
C -0.187 3.089 -4.616
C -0.084 1.564 2.644
C -2.804 4.886 -6.972
C 4.201 -1.787 -2.210
C 1.378 -3.921 0.993
C 0.298 6.447 1.275
C 4.109 2.676 -0.984
C 1.790 -3.025 5.682
C -3.613 1.265 2.235
C -0.901 5.117 -5.532
C -6.226 -0.019 -0.025
H -1.183 -0.449 5.349
H -2.673 2.803 0.262
H 2.641 -3.714 5.661
H -0.481 -4.671 7.424
H -2.372 4.141 -7.638
H -2.957 -1.945 -3.120
H 0.398 -3.668 0.565
H 6.533 -2.896 -1.808
H -0.428 3.553 0.824
H 5.327 0.611 2.240
H 0.262 3.670 6.791
H 3.606 -2.682 -2.441
H 1.346 -1.978 1.852
H -3.377 4.312 -6.235
H 4.191 -0.731 2.170
H 2.368 1.503 -1.268
H 2.589 -1.864 4.097
H -0.303 -5.705 -2.863
H 1.314 3.797 0.711
H 2.349 -2.468 -6.639
H 2.077 6.246 3.174
H 2.031 -6.092 -0.278
H 1.254 -4.989 7.436
H -0.134 7.373 1.668
H 3.493 3.581 -0.878
H -3.231 -2.297 -8.931
H -2.687 1.494 -0.964
H -5.930 0.038 -1.072
H -1.381 -2.088 6.033
H -0.586 -1.385 0.249
H 2.841 -0.499 -3.330
H -0.604 2.439 3.035
H 1.142 -4.893 1.449
H 0.816 -1.836 -0.755
H -4.139 2.064 -0.251
H 3.215 -5.282 -1.317
H -0.412 1.279 1.649
H -3.263 -4.116 -8.921
H 7.066 3.980 -1.402
H -1.301 3.265 6.003
H 4.351 0.337 0.787
H 1.476 -5.065 -1.591
H -4.666 1.575 2.210
H -3.278 -0.585 -4.105
H -1.339 -4.258 -2.552
H 0.056 3.538 -3.656
H 4.219 2.226 0.009
H -1.763 -3.110 -8.562
H -3.498 5.595 -7.412
H 6.246 3.791 0.133
H 0.769 2.999 -5.150
H -1.926 -5.650 -3.499
H 2.929 2.277 -2.700
H -1.705 -1.254 -4.228
H -2.303 -2.847 0.612
H 2.226 -2.007 -5.010
H -0.755 6.702 -0.508
H 6.959 -2.922 -3.542
H -0.859 -2.159 -1.284
H -0.369 0.810 3.380
H -4.432 -2.013 5.611
H -3.720 0.569 4.169
H 1.718 5.261 5.354
H 2.477 -0.709 -1.599
H -4.886 -0.891 6.787
H -3.831 -2.245 7.268
H -3.373 -4.184 0.098
H 0.529 6.898 3.813
H -1.493 5.381 0.448
H 1.050 -1.334 -6.201
H -3.095 -2.322 4.006
H -7.313 -0.113 -0.015
H 2.903 -2.693 1.898
H -4.344 -0.604 2.883
H 5.587 4.882 -1.146
H -5.955 0.907 0.478
H 0.414 2.870 -0.574
H 0.135 2.600 5.347
H -3.069 2.131 2.645
H 1.569 4.013 4.085
H 4.451 -1.886 -1.144
H -2.847 -4.065 1.719
H -1.419 -2.317 3.590
H 5.559 -3.748 -3.013
H 1.326 6.579 0.926
H 1.957 -2.305 6.489
H -0.474 2.044 -4.541
H 0.608 -3.467 8.009
H 0.836 -1.701 4.205

Entry 4:
13
Properties=species:S:1:pos:R:3 method="wB97M-V/def2-TZVPD" e_homo_ev=-10.627 max_force_ev_per_a=3.18 orbital_gap_ev=10.13 lumo_energy_ev=-0.50 de_lowest_ev=2.128 spin_multiplicity=1 energy_ev=-11396.5650
O 2.403 -1.296 -0.100
O 1.430 0.838 -1.896
O -1.041 0.882 0.520
O -3.122 -0.927 1.707
C -0.451 0.620 -0.510
C 1.047 0.754 -0.556
C 1.625 -0.425 0.286
H 1.558 -0.064 -2.162
H 1.020 -0.545 1.259
H 1.332 1.683 -0.019
H -0.836 0.407 -1.540
H -2.416 -0.220 1.449
H -2.551 -1.706 1.563

Entry 5:
70
Properties=species:S:1:pos:R:3 method="wB97M-V/def2-TZVPD" charge=-1 e_homo_ev="-4.498 / -5.232" max_force_ev_per_a=0.89 orbital_gap_ev="6.92 / 7.00" s_squared=3.765 lumo_energy_ev="2.42 / 1.77" spin_multiplicity=4 energy_ev=-91117.6422
Te -2.602 0.063 2.580
Ni -0.081 -0.102 -0.500
O 3.184 0.765 -2.675
O 1.771 -1.555 2.757
O 0.650 -1.456 0.810
O -0.565 1.966 -1.298
O -3.620 -1.467 0.203
O 1.156 -0.010 -2.090
N 1.497 1.002 0.347
N -1.836 0.023 0.505
C 1.339 2.445 0.127
C -5.092 1.434 0.962
C -2.456 0.492 4.798
C -2.021 -1.292 -1.525
C -3.833 6.256 1.298
C -4.110 2.460 1.479
C -2.387 1.381 9.025
C 1.483 0.565 1.743
C -0.096 2.790 -0.229
C 1.301 -0.959 1.794
C -2.565 -0.921 -0.135
C -2.130 3.144 2.708
C -1.316 0.501 6.920
C 2.673 0.470 -0.365
C -2.420 1.055 7.553
C -3.554 1.293 6.790
C 2.354 0.414 -1.848
C -4.362 3.796 1.191
C -3.531 4.818 1.630
C -2.425 4.471 2.386
C -3.599 1.015 5.423
C -0.891 2.919 3.540
C -4.886 1.325 4.694
C -0.078 -0.414 4.960
C -2.980 2.129 2.249
C -1.316 0.210 5.556
H -5.575 1.805 0.057
H -5.101 0.600 3.911
H -4.838 2.309 4.219
H -0.163 3.846 -0.501
H -0.936 -1.486 -1.572
H 0.306 -1.205 5.604
H -2.963 6.891 1.469
H -4.638 0.471 0.728
H 0.724 0.322 4.848
H -0.068 3.536 3.169
H -1.679 2.187 9.233
H -4.649 6.638 1.916
H 2.833 -0.555 -0.030
H -0.424 0.276 7.501
H -1.751 5.250 2.731
H -2.076 0.516 9.615
H 1.660 3.016 1.006
H -4.441 1.701 7.268
H 0.629 1.021 2.246
H -2.266 -0.491 -2.224
H -3.368 1.698 9.381
H 2.400 0.838 2.275
H -0.779 2.603 0.600
H 0.095 1.911 -2.007
H 1.984 2.739 -0.705
H -4.135 6.366 0.256
H 3.573 1.057 -0.172
H -1.073 3.194 4.582
H -5.236 4.042 0.593
H -2.488 -2.214 -1.859
H -0.571 1.884 3.541
H -5.723 1.330 5.394
H -0.251 -0.859 3.984
H -5.875 1.257 1.706

Entry 6:
52
Properties=species:S:1:pos:R:3 method="wB97M-V/def2-TZVPD" charge=+1 e_homo_ev=-8.762 max_force_ev_per_a=3.08 orbital_gap_ev=5.54 lumo_energy_ev=-3.23 de_lowest_ev=2.806 spin_multiplicity=1 energy_ev=-51610.8543
I -2.603 -1.898 -2.568
Sr -0.070 -0.534 -0.132
Cl -1.775 -6.621 3.146
O -1.697 -1.136 1.058
N -0.617 5.257 -4.075
N -0.294 2.880 -2.525
N 1.740 1.357 1.109
N 1.232 -1.269 1.681
C -2.794 -4.500 1.775
C 0.625 4.404 -4.251
C 3.145 3.303 1.259
C 2.530 -0.772 1.954
C 2.756 0.615 1.677
C -1.654 -2.371 1.470
C 4.172 2.569 1.766
C 1.947 2.638 0.932
C -1.164 5.196 -2.662
C 4.836 -0.968 2.673
C -1.591 0.004 -2.244
C 3.572 -1.538 2.396
C -1.702 -5.010 2.498
C -0.602 -4.238 2.691
C -2.769 -3.224 1.286
C 0.278 2.980 -3.850
C 4.009 1.181 1.984
C 0.750 -2.259 2.364
C -1.440 3.739 -2.330
C 5.050 0.365 2.493
C -0.519 -2.929 2.147
H -1.337 4.916 -4.717
H -2.428 0.687 -2.033
H -2.247 3.375 -2.978
H -3.663 -5.127 1.621
H 1.383 4.840 -3.603
H 0.935 4.496 -5.290
H 5.120 3.035 2.014
H -1.239 0.261 -3.254
H -0.428 6.222 -4.342
H 1.167 2.358 -3.936
H -0.450 2.580 -4.567
H -3.612 -2.816 0.744
H -2.054 5.821 -2.631
H 5.634 -1.603 3.037
H 3.234 4.370 1.103
H 1.344 -2.662 3.191
H 6.010 0.812 2.722
H 0.395 2.952 -1.788
H 1.117 3.206 0.516
H 0.237 -4.633 3.253
H -0.393 5.624 -2.023
H 3.427 -2.602 2.537
H -1.813 3.665 -1.311

Entry 7:
18
Properties=species:S:1:pos:R:3 method="wB97M-V/def2-TZVPD" e_homo_ev="-8.774 / -8.773" max_force_ev_per_a=6.68 orbital_gap_ev="8.77 / 8.77" lumo_energy_ev="0.00 / 0.00" de_lowest_ev=6.285 spin_multiplicity=1 energy_ev=-11380.6175
O 2.909 -0.416 1.070
O 0.403 -1.493 0.538
N 0.887 0.915 0.458
N 2.410 -0.217 -0.052
C 0.882 -0.417 -0.192
C -0.847 1.040 0.792
C -2.016 0.250 0.282
C 0.498 -0.406 -1.657
H -2.942 0.659 0.707
H -1.984 -0.796 0.597
H 1.177 -2.091 0.608
H -0.784 0.980 1.879
H 1.199 0.862 1.431
H -0.554 -0.643 -1.828
H 0.740 0.552 -2.125
H 1.074 -1.170 -2.190
H -2.103 0.307 -0.804
H -0.950 2.083 0.487

Entry 8:
8
Properties=species:S:1:pos:R:3 method="wB97M-V/def2-TZVPD" e_homo_ev=-10.729 max_force_ev_per_a=5.65 orbital_gap_ev=10.85 lumo_energy_ev=0.13 de_lowest_ev=1.877 spin_multiplicity=1 energy_ev=-102610.7265
Br 1.423 -0.074 2.116
Cl 0.672 -2.333 0.213
Cl -2.403 -1.073 -0.119
F -1.722 0.280 1.996
F -1.496 -1.950 2.126
C 0.180 -0.830 0.827
C -1.305 -0.828 1.251
H 0.328 0.033 -0.393

Entry 9:
21
Properties=species:S:1:pos:R:3 method="wB97M-V/def2-TZVPD" charge=+1 e_homo_ev=-14.042 max_force_ev_per_a=4.52 orbital_gap_ev=10.60 lumo_energy_ev=-3.44 de_lowest_ev=2.589 spin_multiplicity=1 energy_ev=-11426.8847
O 2.962 -1.425 0.282
O -1.682 0.939 1.585
N 0.005 1.974 0.376
N -0.245 -1.337 0.812
C -2.233 -0.632 -0.589
C 1.149 1.914 -0.540
C -0.851 -0.276 -0.206
C -0.884 1.020 0.679
H 3.598 -0.954 -0.242
H -0.573 -2.271 0.528
H -2.903 0.145 -0.991
H -0.114 -0.497 -0.971
H 1.370 2.939 -0.875
H -0.733 -1.184 1.697
H 2.549 -2.164 -0.171
H -0.187 2.826 0.890
H 0.768 -1.285 0.702
H -2.106 -1.340 -1.482
H 0.964 1.443 -1.516
H 1.951 1.543 0.081
H -2.804 -1.377 -0.049

Entry 10:
17
Properties=species:S:1:pos:R:3 method="wB97M-V/def2-TZVPD" charge=+2 e_homo_ev="-16.984 / -16.992" max_force_ev_per_a=4.16 orbital_gap_ev="8.08 / 8.14" s_squared=0.752 lumo_energy_ev="-8.90 / -8.85" spin_multiplicity=2 energy_ev=-22331.3028
Ce 0.430 -1.432 0.145
O 0.953 0.264 -1.224
O -1.343 -0.053 -0.201
C 2.256 0.540 -1.747
C -1.273 1.041 -0.955
C -1.707 -0.071 1.268
C -0.687 -0.965 1.924
C -0.037 1.189 -1.581
H -1.690 0.979 1.583
H -0.750 2.270 -0.806
H -2.733 -0.454 1.277
H 2.282 0.316 -2.820
H -0.003 1.522 -2.622
H -0.109 -0.433 2.691
H 2.508 1.591 -1.562
H 2.957 -0.110 -1.215
H -1.145 -1.857 2.372

Entry 11:
8
Properties=species:S:1:pos:R:3 method="wB97M-V/def2-TZVPD" e_homo_ev=-9.627 max_force_ev_per_a=0.95 orbital_gap_ev=8.74 lumo_energy_ev=-0.89 de_lowest_ev=3.921 spin_multiplicity=1 energy_ev=-6692.5713
O -0.478 -0.361 -1.136
N -0.070 -1.495 2.293
C -0.172 -0.690 1.458
C -0.435 0.386 0.575
C 0.500 0.544 -0.556
H 0.543 1.516 -1.053
H 1.461 0.027 -0.561
H -1.349 0.073 -1.020

Entry 12:
8
Properties=species:S:1:pos:R:3 method="wB97M-V/def2-TZVPD" e_homo_ev=-9.003 max_force_ev_per_a=5.39 orbital_gap_ev=9.67 lumo_energy_ev=0.67 de_lowest_ev=4.512 spin_multiplicity=1 energy_ev=-5217.6250
O 1.886 0.017 0.110
C -0.238 0.461 0.632
C 0.709 0.565 -0.486
C 0.614 -0.692 0.185
H 0.807 0.899 -1.512
H -1.340 0.288 0.538
H 0.145 0.950 1.518
H 0.265 -2.023 -0.545

Entry 13:
40
Properties=species:S:1:pos:R:3 method="wB97M-V/def2-TZVPD" e_homo_ev=-7.868 max_force_ev_per_a=3.03 orbital_gap_ev=8.48 lumo_energy_ev=0.61 de_lowest_ev=2.151 spin_multiplicity=1 energy_ev=-25464.4493
O -0.454 -1.378 4.806
O -2.346 -0.498 0.722
N -0.438 0.457 -1.227
N 1.631 -2.182 1.276
N 1.049 -1.149 3.197
C 0.823 -1.631 -1.010
C 1.394 -0.875 1.811
C -0.107 1.467 -2.155
C 0.429 3.513 -3.957
C 1.239 2.378 -3.944
C 0.626 -0.189 -0.472
C -1.383 -0.490 2.852
C -0.914 2.591 -2.174
C -0.258 -1.136 3.632
C 0.993 1.338 -3.037
C -2.852 -0.801 2.902
C -3.344 -0.773 1.629
C 1.874 -2.335 -0.169
C 0.297 -0.163 1.038
C -1.099 -0.832 1.389
C -0.691 3.592 -3.104
H 2.875 -1.957 -0.394
H -1.725 2.714 -1.490
H -4.398 -0.976 1.372
H 2.309 -0.262 1.832
H 2.318 -2.656 1.816
H 1.876 -3.411 -0.403
H -0.136 -2.131 -1.062
H 0.594 4.325 -4.641
H -1.330 0.598 3.043
H -1.016 -1.922 1.335
H 1.145 -1.578 -2.045
H 1.641 0.477 -3.035
H 1.531 0.409 -0.573
H -3.434 -0.951 3.813
H 2.079 2.319 -4.631
H 0.223 0.891 1.294
H -1.366 0.457 -0.819
H -1.343 4.453 -3.176
H 1.689 -1.705 3.758

Entry 14:
15
Properties=species:S:1:pos:R:3 method="wB97M-V/def2-TZVPD" charge=+1 e_homo_ev=-14.294 max_force_ev_per_a=6.12 orbital_gap_ev=9.31 lumo_energy_ev=-4.99 de_lowest_ev=3.274 spin_multiplicity=1 energy_ev=-8841.4869
O -0.549 1.163 -1.489
N 0.944 -0.201 0.303
C -1.623 0.041 0.314
C -1.585 0.703 -1.078
C -0.240 0.263 1.009
C 1.587 -0.926 -0.750
C 2.195 -0.053 0.417
H -0.198 1.249 1.337
H -2.424 0.492 0.959
H -1.847 -0.933 0.248
H -2.505 0.569 -1.619
H -0.042 -0.229 1.976
H 3.001 0.435 0.812
H 1.410 -0.578 -1.755
H 1.874 -1.996 -0.682

Entry 15:
8
Properties=species:S:1:pos:R:3 method="wB97M-V/def2-TZVPD" e_homo_ev="-6.763 / -7.682" max_force_ev_per_a=7.46 orbital_gap_ev="7.29 / 7.26" s_squared=2.020 lumo_energy_ev="0.53 / -0.42" de_lowest_ev=0.089 spin_multiplicity=3 energy_ev=-15291.0821
P 1.706 -1.215 -0.204
N -1.414 -0.550 -0.428
N -0.740 -1.244 0.314
N 1.551 0.167 0.244
N 1.376 1.363 0.378
H 0.849 1.849 1.125
H -1.406 0.473 -0.116
H -1.921 -0.843 -1.314

Entry 16:
10
Properties=species:S:1:pos:R:3 method="wB97M-V/def2-TZVPD" e_homo_ev="-9.159 / -9.124" max_force_ev_per_a=3.15 orbital_gap_ev="7.23 / 7.10" lumo_energy_ev="-1.92 / -2.02" de_lowest_ev=6.822 spin_multiplicity=1 energy_ev=-16984.6687
S 0.106 -0.293 -0.440
N -0.327 -1.432 -1.497
N 3.372 1.433 0.822
C 0.955 0.621 0.849
C 2.280 1.057 0.748
C -1.480 -0.047 0.363
H -2.015 0.706 -0.294
H -1.179 0.239 1.473
H -2.003 -1.003 0.261
H 0.292 -1.282 -2.286